Density functional theory data (ωB97M-V/def2-TZVPD) for a structure of composition C34H39ClIO2Pd.

Computed properties:
**Charge**: +1
**Frontier orbital gap**: 6.174 eV
**E_tot**: -2354.9882 hartree

Each line ends with the Mulliken charge.
Atoms and positions in Å:
Pd: 0.26 0.09 0.67  0.46
C: 2.27 0.40 1.49  -1.10
C: 1.34 0.63 2.55  0.66
C: 0.57 1.88 2.18  0.58
C: 0.99 2.20 0.90  -0.19
C: 2.07 1.33 0.45  1.21
C: 2.97 1.65 -0.73  1.36
C: 3.30 3.15 -0.59  -1.61
C: 2.25 1.41 -2.07  -1.30
C: 4.29 0.88 -0.67  -1.72
C: -0.45 2.75 2.91  1.54
C: 0.21 3.31 4.18  -1.56
C: -0.83 3.95 2.03  -2.22
C: -1.76 2.02 3.23  -1.83
C: 1.46 -0.16 3.85  1.25
C: 0.25 -0.20 4.77  -1.73
C: 2.63 0.52 4.60  -1.64
C: 1.86 -1.61 3.54  -1.74
H: 3.01 -0.38 1.50  0.48
H: 0.54 2.95 0.27  0.52
H: 2.42 3.78 -0.77  0.38
H: 4.05 3.42 -1.33  0.44
H: 3.70 3.39 0.40  0.39
H: 1.24 1.83 -2.07  0.16
H: 2.18 0.35 -2.28  0.17
H: 2.82 1.88 -2.86  0.57
H: 4.83 1.10 0.26  0.39
H: 4.92 1.19 -1.50  0.47
H: 4.17 -0.20 -0.74  0.25
H: 1.14 3.82 3.94  0.34
H: 0.42 2.56 4.93  0.23
H: -0.46 4.05 4.62  0.49
H: 0.04 4.56 1.78  0.39
H: -1.53 4.57 2.58  0.46
H: -1.32 3.64 1.11  0.43
H: -1.62 1.10 3.79  0.16
H: -2.29 1.79 2.30  0.33
H: -2.40 2.67 3.81  0.51
H: -0.06 0.78 5.12  0.28
H: 0.53 -0.78 5.65  0.59
H: -0.60 -0.71 4.31  0.18
H: 2.40 1.56 4.85  0.29
H: 3.55 0.51 4.00  0.34
H: 2.82 -0.01 5.53  0.47
H: 1.09 -2.11 2.95  0.19
H: 1.96 -2.15 4.49  0.53
H: 2.81 -1.71 3.02  0.37
I: -1.92 -0.99 1.63  0.28
C: -1.44 -2.85 0.84  0.77
C: -2.29 -3.90 0.98  -0.72
C: -1.94 -5.13 0.38  -0.81
C: -0.77 -5.24 -0.32  -0.68
C: 0.12 -4.14 -0.46  0.87
C: 1.33 -4.28 -1.17  -1.07
C: 2.18 -3.22 -1.29  -1.28
C: 1.85 -1.96 -0.72  -0.18
C: 0.68 -1.80 -0.03  1.79
C: -0.21 -2.90 0.13  -0.40
H: -3.22 -3.80 1.53  0.51
H: -2.61 -5.97 0.47  0.43
H: -0.51 -6.18 -0.79  0.45
H: 1.57 -5.23 -1.63  0.45
H: 3.11 -3.31 -1.84  0.48
H: 2.52 -1.14 -0.88  -0.30
Cl: -1.51 -4.99 -4.19  -0.21
C: -1.63 -3.42 -3.46  0.37
C: -2.79 -3.07 -2.78  -0.76
C: -2.86 -1.83 -2.17  -0.61
C: -1.77 -0.96 -2.20  0.50
C: -0.63 -1.32 -2.92  0.15
C: -0.56 -2.54 -3.56  -0.76
C: -1.83 0.32 -1.44  -0.38
O: -2.88 0.87 -1.20  -0.64
O: -0.67 0.83 -1.04  -0.46
H: -3.62 -3.76 -2.74  0.49
H: -3.75 -1.52 -1.64  0.54
H: 0.21 -0.63 -2.96  0.50
H: 0.32 -2.83 -4.13  0.46

***

Density functional theory data (ωB97M-V/def2-TZVPD) for an isolated molecule of H4SSi2 in a non-equilibrium geometry.

Computed properties:
**Frontier orbital gap**: 8.800 eV
**SMILES**: [SiH2]1[SiH2]S1
**E_tot**: -979.5153 hartree

Each line ends with the Mulliken charge.
Atoms and positions in Å:
Si: 0.75 0.97 0.17  0.38
Si: -0.82 -0.64 -0.32  0.30
S: 1.44 -1.05 0.30  -0.31
H: 1.29 1.78 -0.80  -0.11
H: 0.56 1.56 1.41  -0.09
H: -2.06 -0.76 0.38  -0.10
H: -1.17 -1.86 -1.14  -0.06

***

Density functional theory data (ωB97M-V/def2-TZVPD) for a cluster of 2 separate species, CH3IO2 in total in a non-equilibrium geometry.

Computed properties:
**Multiplicity**: 3
**Frontier orbital gap (alpha / beta)**: 5.498 / 5.024 eV
**E_tot**: -487.8502 hartree

Each line ends with the Mulliken spin population.
Atoms and positions in Å:
C: 0.86 0.76 -0.04  0.57
O: -0.12 0.60 0.56  0.32
O: -1.65 -1.13 -0.02  0.01
I: 2.77 -0.10 0.40  1.11
H: 0.75 1.36 -0.94  0.00
H: -0.96 -1.17 0.59  0.00
H: -1.65 -0.32 -0.55  0.00